Entry 1:
The following is a DFT calculation (ωB97M-V/def2-TZVPD) of 3 unconnected molecules or ions with the total composition C10H18BF2O7 at a distorted geometry.

Frontier orbital gap: 0.2446 Eh
HOMO: -4.3 eV
Total charge: -1
Energy relative to the best compared isomer or geometry (same formula, charge and spin): 9.6 kcal per mole

Each line ends with the Mulliken charge.
Atoms and positions in Å:
C1 -5.776 0.947 -3.412  -0.96
C2 -6.208 0.001 -2.278  -0.57
C3 -5.506 0.322 -0.929  -0.42
C4 -3.977 -0.002 -1.060  -0.87
B1 -3.035 1.368 -0.956  0.41
O1 -1.623 0.977 -1.380  -0.64
H1 -6.353 1.876 -3.425  0.29
H2 -5.881 0.405 -4.361  0.30
H3 -4.725 1.236 -3.342  0.23
H4 -7.297 -0.014 -2.140  0.36
H5 -5.894 -1.014 -2.541  0.31
H6 -5.936 -0.341 -0.167  0.21
H7 -5.613 1.372 -0.640  0.30
H8 -3.678 -0.651 -0.221  0.22
H9 -3.750 -0.526 -2.006  0.23
H10 -3.057 1.748 0.194  -0.32
H11 -3.436 2.222 -1.739  -0.24
H12 -1.721 0.816 -2.304  0.18
C5 0.976 0.843 -0.168  -0.42
C6 1.854 1.509 0.852  0.37
O2 2.678 0.437 1.302  -0.30
C7 2.777 -0.434 0.264  0.70
O3 3.592 -1.300 0.199  -0.53
O4 1.851 -0.184 -0.677  -0.32
F1 1.144 1.989 1.905  -0.27
H13 0.093 0.384 0.275  0.25
H14 0.652 1.513 -0.957  0.24
H15 2.487 2.307 0.454  0.26
C8 5.707 -1.645 2.408  -0.16
C9 6.580 -0.980 3.435  0.36
O5 7.399 -2.048 3.887  -0.32
C10 7.505 -2.922 2.849  0.63
O6 8.313 -3.785 2.782  -0.52
O7 6.575 -2.667 1.900  -0.32
F2 5.858 -0.502 4.483  -0.28
H16 4.824 -2.105 2.854  0.22
H17 5.389 -0.972 1.619  0.09
H18 7.212 -0.181 3.040  0.28

Entry 2:
The following is a DFT calculation (ωB97M-V/def2-TZVPD) of a molecular structure, C4H7N5 at a distorted geometry.

Frontier orbital gap: 0.3176 Eh
HOMO: -8.6 eV
Energy relative to the best compared isomer or geometry (same formula, charge and spin): 130.5 kcal per mole

Each line ends with the Mulliken charge.
Atoms and positions in Å:
C1 -1.176 -0.059 -0.029  0.31
C2 -0.114 -1.918 -0.061  0.00
C3 1.165 -0.071 -0.065  0.65
C4 -0.025 0.716 -0.241  0.22
H1 -3.310 0.207 0.825  0.34
H2 -2.157 1.616 0.144  0.35
H3 0.000 -3.036 -0.439  0.28
H4 2.835 1.704 0.488  0.26
H5 3.302 -0.263 0.097  0.27
H6 0.184 2.655 -0.777  0.26
H7 1.013 2.354 0.368  0.23
N1 -2.484 0.605 -0.106  -0.65
N2 -1.206 -1.381 0.307  -0.57
N3 1.161 -1.392 -0.165  -0.64
N4 2.496 0.454 0.192  -0.57
N5 -0.105 2.108 0.010  -0.75

Entry 3:
The following is a DFT calculation (ωB97M-V/def2-TZVPD) of a molecular structure, C9H16ClIN2O2PRh at a distorted geometry.

Frontier orbital gap (alpha / beta): 0.2380 / 0.0970 Eh
HOMO (alpha / beta): -13.2 / -15.4 eV
2S+1: 5
Total charge: +2

Each line ends with the Mulliken charge.
Atoms and positions in Å:
C1 -0.044 -2.372 0.241  -0.56
C2 0.992 -1.763 1.156  0.58
H1 0.118 -3.445 0.075  0.43
H2 -0.078 -1.816 -0.720  -0.10
H3 -1.123 -2.236 0.555  0.22
O1 1.739 -2.203 1.974  -0.40
I1 3.090 2.709 2.166  0.89
Rh1 -0.990 0.692 -0.058  0.42
P1 -0.124 1.111 -2.136  1.05
C3 1.547 1.622 -2.563  -1.22
C4 -0.629 -0.233 -3.176  -1.30
H4 -2.073 2.343 -1.857  0.48
H5 -1.136 2.986 -3.271  0.41
H6 -0.633 3.333 -1.592  0.37
C5 -1.091 2.595 -2.248  -1.23
H7 -1.662 -0.517 -2.940  0.40
H8 -0.557 -0.022 -4.249  0.43
H9 1.642 1.879 -3.616  0.43
H10 2.308 0.855 -2.355  0.40
H11 0.000 -1.137 -2.990  0.38
H12 1.837 2.509 -1.977  0.35
C6 0.804 0.356 -0.040  0.40
O2 1.970 0.189 0.058  -0.44
Cl1 -3.357 0.605 0.238  -0.37
N1 -1.072 -1.518 2.504  -0.52
C7 -0.451 -1.708 3.744  -0.12
C8 0.269 -0.584 4.056  -0.67
C9 0.144 0.282 2.943  -0.27
N2 -0.660 -0.332 1.946  0.29
H13 -1.655 -2.262 2.069  0.21
H14 -0.671 -2.658 4.302  0.41
H15 0.908 -0.522 4.947  0.34
H16 0.639 1.261 2.813  0.29

Entry 4:
The following is a DFT calculation (ωB97M-V/def2-TZVPD) of 2 unconnected molecules or ions with the total composition C4H12 at a distorted geometry.

Frontier orbital gap: 0.4683 Eh
SMILES: CC.CC
HOMO: -11.6 eV
Energy relative to the best compared isomer or geometry (same formula, charge and spin): 6.8 kcal per mole

Each line ends with the Mulliken charge.
Atoms and positions in Å:
C1 -1.622 0.400 -0.549  -0.66
C2 -2.070 -0.829 -1.328  -0.87
H1 -0.599 0.707 -0.759  0.12
H2 -2.334 1.181 -0.838  0.31
H3 -1.656 0.286 0.522  0.24
H4 -2.228 -0.653 -2.382  0.30
H5 -2.873 -1.385 -0.848  0.29
H6 -1.256 -1.584 -1.294  0.25
C3 2.283 0.082 0.348  -0.79
C4 1.414 0.381 1.544  -0.58
H7 2.647 -0.937 0.319  0.27
H8 1.706 0.178 -0.590  0.21
H9 3.104 0.774 0.173  0.29
H10 0.362 0.180 1.362  0.01
H11 1.442 1.418 1.889  0.27
H12 1.678 -0.201 2.431  0.33

Entry 5:
The following is a DFT calculation (ωB97M-V/def2-TZVPD) of a molecular structure, C43H31NO6P2Pd.

Frontier orbital gap: 0.2016 Eh
HOMO: -1.2 eV
Total charge: -2
Energy relative to the best compared isomer or geometry (same formula, charge and spin): 0.0 kcal per mole

Each line ends with the Mulliken charge.
Atoms and positions in Å:
Pd1 0.373 -0.450 -0.332  0.11
O1 2.340 -6.066 2.192  -0.60
C1 1.916 -4.978 1.464  1.27
C2 0.646 -4.912 0.934  -0.70
C3 0.269 -3.783 0.220  0.23
N1 1.090 -2.735 0.043  0.08
C4 2.333 -2.824 0.550  0.18
C5 2.785 -3.929 1.258  -0.79
C6 3.339 -1.669 0.363  -0.01
O2 4.502 -1.919 0.745  -0.84
O3 2.891 -0.601 -0.103  -0.39
C7 -1.169 -3.792 -0.362  -0.32
O4 -1.870 -4.764 0.012  -0.85
O5 -1.481 -2.844 -1.101  -0.41
H1 1.595 -6.674 2.245  0.28
H2 -0.097 -5.693 1.050  0.37
H3 3.802 -3.921 1.622  0.51
O6 -2.039 1.934 -0.103  -0.50
C8 -2.134 2.227 1.242  -0.71
C9 -3.156 3.062 1.701  -0.07
C10 -3.251 3.411 3.034  -0.67
C11 -2.327 2.905 3.941  -0.98
C12 -1.378 2.002 3.495  -0.41
C13 -1.270 1.616 2.154  0.58
P1 -0.169 0.174 1.717  2.24
C14 1.301 0.541 2.752  0.23
C15 1.816 1.821 2.928  -0.45
C16 3.059 2.011 3.521  -0.63
C17 3.813 0.923 3.931  -0.65
C18 3.318 -0.362 3.745  -0.79
C19 2.074 -0.548 3.165  -0.63
C20 -1.050 -1.073 2.761  0.70
C21 -0.963 -1.224 4.146  -0.12
C22 -1.648 -2.245 4.786  -0.73
C23 -2.429 -3.133 4.052  -0.62
C24 -2.524 -2.996 2.677  -0.50
C25 -1.838 -1.965 2.039  -0.90
C26 -1.539 2.881 -0.987  1.00
C27 -1.981 4.204 -0.950  -0.69
C28 -1.514 5.143 -1.852  -0.85
C29 -0.603 4.754 -2.828  -0.89
C30 -0.202 3.429 -2.880  -0.41
C31 -0.648 2.462 -1.975  -0.42
P2 -0.091 0.688 -2.139  2.48
C32 -1.322 0.139 -3.402  -0.10
C33 -2.222 0.931 -4.111  -0.12
C34 -3.078 0.363 -5.049  -0.64
C35 -3.045 -1.004 -5.287  -0.50
C36 -2.165 -1.804 -4.571  -0.62
C37 -1.319 -1.239 -3.627  -0.19
C38 1.356 0.935 -3.267  -0.16
C39 1.300 0.937 -4.662  0.17
C40 2.456 1.066 -5.420  -0.66
C41 3.689 1.197 -4.792  -0.46
C42 3.757 1.178 -3.406  -0.72
C43 2.602 1.036 -2.646  -0.51
H4 -3.914 3.410 1.015  0.57
H5 -4.051 4.065 3.360  0.36
H6 -2.373 3.170 4.991  0.42
H7 -0.696 1.564 4.213  0.20
H8 1.253 2.683 2.585  0.37
H9 3.445 3.017 3.640  0.37
H10 4.796 1.071 4.364  0.33
H11 3.918 -1.224 4.010  0.40
H12 1.715 -1.557 2.992  0.60
H13 -0.324 -0.567 4.727  0.21
H14 -1.559 -2.360 5.861  0.38
H15 -2.946 -3.942 4.556  0.36
H16 -3.079 -3.700 2.070  0.41
H17 -1.893 -1.866 0.960  0.26
H18 -2.705 4.506 -0.213  0.24
H19 -1.870 6.165 -1.794  0.35
H20 -0.214 5.467 -3.546  0.41
H21 0.500 3.135 -3.649  0.32
H22 -2.269 2.001 -3.941  0.27
H23 -3.776 0.996 -5.587  0.39
H24 -3.719 -1.447 -6.012  0.34
H25 -2.162 -2.878 -4.709  0.40
H26 -0.694 -1.869 -3.007  0.17
H27 0.344 0.826 -5.162  0.29
H28 2.393 1.056 -6.503  0.39
H29 4.595 1.293 -5.381  0.34
H30 4.714 1.234 -2.901  0.42
H31 2.673 0.931 -1.570  0.19